45
Properties=species:S:1:pos:R:3:forces:R:3 method="wB97M-V/def2-TZVPD" homo_ev=-9.346 smiles="C[C@@H]1CC[C@H]2C[C@@H]1OO[C@]2(C)/C=C/[C@H](O)C(C)(C)O" e_tot_ha=-887.93075 e_lumo_ha=0.0226 multiplicity=1 gap_ev=9.961
C 4.459576 0.662452 -1.714391 1.6 -2.0 0.9
C 3.322149 -0.325192 -1.334005 -1.0 3.1 -1.1
C 2.436570 -0.626231 -2.629703 0.0 0.3 1.1
C 1.206295 -1.476225 -2.278085 1.6 1.3 3.1
C 0.425910 -0.807053 -1.071286 3.0 0.5 1.2
C 1.413585 -0.684283 0.139687 -0.3 -3.0 -0.2
C 2.504755 0.239908 -0.088653 1.3 0.1 -3.1
O 1.987458 1.580356 -0.262806 -0.9 0.0 -1.0
O 0.956632 1.658890 -1.412548 1.6 -1.3 1.3
C -0.069278 0.662638 -1.229565 -1.1 -0.7 -1.8
C -0.842942 0.662139 -2.593848 -0.6 -0.1 1.8
C -0.924388 1.123951 -0.082267 -0.4 -1.3 2.1
C -1.959291 0.458922 0.482922 1.0 0.2 -1.2
C -2.751813 0.978291 1.659802 0.6 0.5 -3.3
O -2.241365 2.215573 2.149694 -0.4 0.4 -0.5
C -2.762913 -0.020716 2.730597 0.4 -1.1 0.9
C -3.526388 -1.271772 2.297870 0.9 -0.9 0.2
C -1.397933 -0.544135 3.178527 -0.7 1.4 -4.7
O -3.449012 0.611131 3.769931 -0.9 0.0 1.3
H 5.231083 0.098549 -2.336079 -1.2 1.0 0.1
H 4.048318 1.545396 -2.157852 0.0 0.4 -0.5
H 5.096419 0.970247 -0.838819 -0.9 -0.2 -0.5
H 3.679872 -1.247790 -1.018370 1.0 -1.7 0.7
H 3.039229 -1.145923 -3.376915 0.2 0.1 0.1
H 2.117807 0.332720 -3.041337 0.1 -0.1 -0.1
H 0.578415 -1.676710 -3.044423 -2.0 0.0 -2.8
H 1.552675 -2.489471 -2.047619 0.0 0.1 0.8
H -0.341129 -1.466595 -0.729832 -1.0 -0.1 0.0
H 1.845880 -1.694992 0.391288 -0.4 0.8 -0.3
H 0.995383 -0.340594 1.031754 -1.6 0.3 1.4
H 3.181398 0.280743 0.775786 -0.2 0.5 -0.2
H -0.205496 0.472795 -3.414675 0.8 -0.1 -0.8
H -1.341519 1.598663 -2.700214 -0.4 0.7 -0.3
H -1.602558 -0.143938 -2.571970 0.3 0.4 0.2
H -0.436377 1.830795 0.613825 -0.5 0.4 -1.0
H -2.254479 -0.554967 0.143306 -0.1 1.0 -0.2
H -3.805890 1.034224 1.232157 0.8 0.5 0.8
H -2.169152 2.894208 1.437370 -0.2 -1.0 0.6
H -4.490187 -0.972613 2.019449 -1.7 0.1 -0.5
H -3.572565 -1.908718 3.177879 -0.3 0.0 0.2
H -3.081878 -1.937356 1.512134 -0.2 1.0 0.5
H -1.365682 -0.862004 4.098923 -0.5 -1.8 5.2
H -0.613892 0.151732 3.112543 1.0 1.1 -0.5
H -1.231933 -1.384588 2.528246 0.8 -0.3 -0.2
H -3.641346 1.517541 3.491570 0.2 -0.2 0.4


51
Properties=species:S:1:pos:R:3:forces:R:3 method="wB97M-V/def2-TZVPD" homo_ev=-14.597 e_tot_ha=-4405.46503 charge=+2 e_lumo_ha=-0.2810 multiplicity=1 gap_ev=6.950
Pd 0.532457 0.402845 -0.424335 -0.7 -0.1 0.1
C -2.114571 -0.918920 -3.022041 0.0 0.0 -0.1
C -0.735477 -0.823601 -3.657729 0.0 0.0 0.0
S 0.652103 -0.250198 -2.611731 -0.2 0.0 0.0
C 1.090487 1.388664 -3.266029 0.2 0.0 -0.2
C 0.069922 2.455886 -2.963213 -0.2 -0.1 0.0
S -0.205717 2.514119 -1.150351 0.6 0.0 -0.3
C -2.016052 2.439546 -0.975412 0.0 0.1 0.2
C -2.719629 1.107871 -1.164134 0.1 0.0 0.0
S -3.006304 0.645651 -2.895194 0.0 0.0 0.0
H -2.088606 -1.402953 -2.046743 0.0 0.0 0.0
H -2.717426 -1.559116 -3.668305 0.0 0.0 0.0
H -0.752557 -0.149942 -4.515069 0.0 0.0 0.0
H -0.403351 -1.800962 -4.010140 0.0 0.0 0.0
H 1.300973 1.298797 -4.333818 -0.1 0.0 0.0
H 2.039753 1.609338 -2.774711 0.0 0.0 -0.1
H -0.892680 2.242286 -3.425505 0.0 0.0 0.0
H 0.417173 3.433129 -3.296882 0.0 0.0 0.1
H -2.376211 3.208680 -1.661765 -0.1 0.0 0.0
H -2.185133 2.807600 0.038169 0.0 0.0 0.0
H -3.686442 1.171469 -0.663338 0.0 0.0 -0.1
H -2.159988 0.306661 -0.681157 -0.1 0.0 0.1
N -2.698947 -5.489659 2.257506 0.1 0.0 0.0
C -1.938570 -4.559670 2.870477 0.0 0.0 0.0
O -1.675633 -4.553390 4.051002 0.0 0.0 0.0
C -1.379503 -3.451887 1.999207 0.0 0.0 0.0
C -1.041612 -3.592977 0.659621 0.0 0.0 0.0
C -0.473075 -2.520927 0.000281 0.1 0.0 0.0
N -0.239137 -1.342800 0.596117 0.5 -0.4 -0.3
C -0.550959 -1.212296 1.893994 0.0 0.1 0.0
C -1.119055 -2.237947 2.619285 0.0 0.0 0.0
H -3.079913 -6.233681 2.820303 0.0 0.0 0.0
H -2.970041 -5.428444 1.293707 0.0 0.0 0.0
H -1.170744 -4.527878 0.131092 0.0 0.0 0.0
H -0.166043 -2.610773 -1.033291 0.0 0.0 0.0
H -0.315158 -0.260799 2.346943 0.0 0.0 0.0
H -1.340312 -2.118933 3.670811 0.0 0.0 0.0
C 2.839408 1.671484 3.659151 0.0 0.0 0.0
As 2.630184 1.873718 1.778894 -0.2 -0.1 -0.1
C 4.209476 1.288967 0.877682 0.0 -0.1 0.0
C 2.293826 3.707251 1.354991 -0.1 0.1 0.0
O 1.312299 0.882340 1.348912 -0.2 0.4 0.5
H 3.677455 2.285016 3.988874 0.0 0.0 0.0
H 3.031559 0.624299 3.883618 0.0 0.0 0.0
H 1.924813 1.996418 4.150995 0.0 0.0 0.0
H 4.963397 2.073989 0.911900 0.0 0.0 0.0
H 3.970237 1.058045 -0.159298 0.0 0.0 0.0
H 4.587637 0.392314 1.365169 0.0 0.0 0.0
H 3.238088 4.234889 1.231744 0.0 0.0 0.0
H 1.722554 4.160520 2.163206 0.0 0.0 0.0
H 1.715045 3.765960 0.436542 0.1 0.0 0.0